(1)
DFT (ωB97M-V with the def2-TZVPD basis set) results for a cluster of 23 separate species, C17H72Br2ClFO26 in total at a distorted geometry.

Each line ends with the Mulliken charge.
CARTESIAN COORDINATES (ANGSTROEM)
C -5.2390 -0.0746 1.4731  -0.751
C -5.0344 -1.4817 1.8227  0.929
O -5.3588 -1.9046 2.9124  -0.672
O -4.5013 -2.3071 0.9070  -0.230
C -3.3825 -3.0602 1.3777  -0.954
C -2.0844 -2.9466 0.5781  -0.314
C -1.7114 -1.6475 -0.1255  -0.143
C -0.4103 -1.9181 -0.8332  -0.616
O 0.0892 -0.8723 -1.6665  -0.566
C 1.4677 -0.5881 -1.4193  2.736
C 2.3641 -1.8289 -1.5337  -2.081
C 1.9329 -2.8529 -2.5610  -0.482
C 3.0648 -3.7845 -3.0322  -0.645
Cl 4.5219 -3.6458 -2.0144  -0.271
C 1.8167 0.0500 -0.0613  -1.478
O 1.7475 1.4769 -0.0301  -0.242
C 0.9339 2.1864 0.8644  -1.165
C 1.3269 2.0370 2.2992  0.201
Br 3.1857 2.1428 2.6489  -0.132
C 0.5165 1.8690 3.3235  0.905
C 0.8662 1.7011 4.7548  -1.670
Br -1.3616 1.9238 3.0217  -0.200
C 1.8660 0.3591 -2.5600  -0.017
C 0.8437 1.3747 -2.9675  -1.531
F 3.1069 0.9258 -2.3011  -0.561
H -5.8681 0.0519 0.6014  0.060
H -4.3033 0.4282 1.2643  0.115
H -5.6826 0.4177 2.3184  0.380
H -3.6806 -4.0990 1.3522  0.419
H -3.2200 -2.8303 2.4207  0.471
H -1.3042 -3.2384 1.2719  0.122
H -2.1710 -3.6912 -0.2066  0.281
H -2.4853 -1.3302 -0.8063  0.368
H -1.5819 -0.8133 0.5539  0.005
H 0.3472 -2.2728 -0.1423  0.106
H -0.6223 -2.7456 -1.5095  0.453
H 3.3431 -1.4340 -1.7610  1.006
H 2.4581 -2.2632 -0.5476  0.695
H 1.4365 -2.3712 -3.3893  0.584
H 1.1755 -3.4710 -2.1061  -0.050
H 2.7362 -4.8020 -2.9851  0.404
H 3.2752 -3.5902 -4.0708  0.390
H 2.8665 -0.1706 0.0931  0.366
H 1.2987 -0.4250 0.7666  0.292
H -0.1205 1.9798 0.7189  0.625
H 1.0866 3.2233 0.5927  0.386
H 1.7937 1.1762 4.8981  0.507
H 0.8375 2.6711 5.2376  0.261
H 0.0946 1.1007 5.2173  0.397
H 2.0110 -0.2837 -3.4219  0.579
H 1.3419 2.1865 -3.4762  0.445
H 0.1618 0.9321 -3.6669  0.323
H 0.2798 1.7500 -2.1304  0.133
O 0.0697 4.9787 1.7430  -0.547
H -0.3778 4.2592 2.2295  0.285
H -0.2370 5.7743 2.1958  0.204
O -7.1019 0.0864 -1.4902  -0.715
H -6.8856 -0.8335 -1.6711  0.293
H -8.0606 0.0908 -1.3342  0.347
O 0.3620 0.6283 -6.0070  -0.536
H -0.1447 0.0555 -6.5910  0.269
H 0.9608 1.1014 -6.5991  0.284
O 4.9482 -1.4734 1.1279  -0.797
H 4.5889 -2.1114 0.5027  0.264
H 5.4648 -0.8355 0.5672  0.386
O -5.3640 4.4083 -2.6690  -0.605
H -4.6833 3.9758 -3.1957  0.301
H -5.3347 3.9684 -1.8056  0.319
O 6.3270 -5.7911 -4.4218  -0.654
H 5.8397 -5.3823 -3.6990  0.338
H 6.4579 -6.7028 -4.1350  0.313
O -0.2691 6.0259 4.3748  -0.593
H -0.6624 6.6325 5.0115  0.268
H 0.6246 5.8787 4.7056  0.321
O 8.0475 -1.6767 1.2566  -0.632
H 8.2465 -1.3673 2.1442  0.302
H 7.1074 -1.8968 1.2856  0.372
O -7.8395 2.7428 -2.2968  -0.578
H -7.4932 1.8800 -2.0750  0.358
H -8.1952 2.6404 -3.1825  0.285
O -7.1984 -4.0389 2.0281  -0.660
H -7.6826 -4.2182 2.8384  0.289
H -6.4866 -3.4439 2.3031  0.349
O 8.4686 -7.8278 -3.3142  -0.622
H 9.2892 -8.2727 -3.0855  0.296
H 8.7417 -6.9598 -3.6315  0.325
O 1.2727 3.7694 7.3363  -0.577
H 0.8357 4.3805 7.9417  0.342
H 2.1790 3.7137 7.6546  0.258
O -1.9477 7.3279 0.6642  -0.620
H -1.4515 6.5188 0.8456  0.373
H -1.2849 7.9460 0.3377  0.319
O 1.0809 8.1535 2.1050  -0.611
H 0.6339 7.8053 2.8851  0.334
H 1.3647 7.3692 1.6227  0.334
O 0.6697 -5.2338 -4.0815  -0.603
H 0.2917 -4.8506 -4.8794  0.308
H -0.0873 -5.3597 -3.5007  0.291
O -9.4407 1.2116 -0.4570  -0.629
H -10.1858 1.8021 -0.5930  0.306
H -8.8743 1.6822 0.1627  0.305
O 2.4108 1.7773 -8.2828  -0.644
H 3.1801 1.2431 -8.0607  0.325
H 2.7778 2.6068 -8.6028  0.316
O -5.1932 3.5035 0.2787  -0.595
H -4.5506 3.4220 0.9894  0.263
H -5.9132 4.0165 0.6581  0.307
O 4.5674 -5.9785 0.5370  -0.630
H 4.2005 -5.3361 1.1533  0.326
H 4.7304 -5.4566 -0.2557  0.293
O 2.6869 -3.6423 1.4105  -0.530
H 2.9721 -3.3066 2.2688  0.309
H 1.7435 -3.8020 1.5134  0.205
O 5.2954 -0.1193 -0.6182  -0.685
H 5.4647 0.6723 -0.0955  0.356
H 4.5293 0.1110 -1.1607  0.262
O -1.2050 3.6922 8.3896  -0.644
H -1.6252 3.3736 9.1939  0.311
H -0.8624 2.9028 7.9573  0.324

Properties
Highest occupied orbital energy in eV: -9.448
Calculated total energy in eV: -227355.583
Orbital gap in Ha: 0.3401
2S+1: 1

(2)
DFT (ωB97M-V with the def2-TZVPD basis set) results for a structure of composition C17H9BrI2N6OZr at a distorted geometry.

Each line ends with the natural charge from an NBO analysis.
CARTESIAN COORDINATES (ANGSTROEM)
Zr 2.0877 2.6407 -2.2775  1.714
Br -6.3714 -0.2318 4.8904  0.315
C -4.9282 -0.8758 3.9244  0.054
C -4.2902 -2.0626 4.3363  -0.261
C -3.2077 -2.5253 3.6508  -0.050
C -2.7138 -1.7820 2.5386  0.024
C -3.3927 -0.5951 2.1033  -0.060
C -4.4843 -0.1627 2.7864  -0.265
N -1.6296 -2.2159 1.9290  0.066
N -0.9322 -1.8782 1.0078  0.010
C 0.0182 -1.0582 0.6897  0.180
C 0.6202 -0.2057 1.6839  -0.093
C 1.4791 0.7750 1.3352  -0.259
C 1.7971 1.0086 -0.0364  0.570
O 2.4742 2.0101 -0.4236  -0.653
C 1.2921 0.0773 -1.0430  0.087
N 1.6575 0.3351 -2.3158  -0.498
C 1.2135 -0.4542 -3.2767  0.128
C 0.3716 -1.5412 -3.0201  -0.174
C -0.0302 -1.7919 -1.7296  -0.095
C 0.4410 -0.9674 -0.6988  -0.060
H -4.6670 -2.5942 5.1990  0.275
H -2.7132 -3.4407 3.9490  0.268
H -3.0288 -0.0530 1.2389  0.238
H -5.0050 0.7341 2.4798  0.271
H 0.3478 -0.3484 2.7227  0.254
H 1.9130 1.4318 2.0781  0.283
H 1.5310 -0.2230 -4.2865  0.252
H 0.0182 -2.1531 -3.8378  0.270
H -0.7020 -2.6105 -1.5055  0.253
I -0.7107 2.7440 -1.9651  -0.347
I 2.6406 5.3311 -1.7528  -0.170
N 8.1395 2.4352 -4.3690  -0.256
C 7.0092 2.6247 -4.2490  0.393
N 5.7330 2.8485 -4.0889  -0.498
C 4.6038 2.4981 -3.9065  0.753
N 3.4186 2.2766 -3.7609  -0.923

Properties
Highest occupied orbital energy in eV: -13.969
Total charge: +2
Calculated total energy in eV: -116271.601
Orbital gap in Ha: 0.1681
2S+1: 1

(3)
DFT (ωB97M-V with the def2-TZVPD basis set) results for a structure of composition C17H9Cl5LiN5O2S2.

Each line ends with the natural charge from an NBO analysis.
CARTESIAN COORDINATES (ANGSTROEM)
Li -1.0360 -2.4373 -0.3539  0.832
N 3.0430 4.3942 -1.0498  -0.813
C 2.9364 2.9872 -0.9845  0.154
C 3.6076 2.2743 0.0053  -0.282
C 3.5013 0.8936 0.0687  -0.177
C 2.7317 0.2148 -0.8645  -0.286
C 2.0801 0.9173 -1.8672  -0.174
C 2.1853 2.2964 -1.9301  -0.271
S 2.5194 -1.5471 -0.7630  2.329
O 3.6289 -2.0470 0.0161  -0.980
O 2.4030 -1.9980 -2.1293  -0.976
N 1.0933 -1.7757 -0.0805  -0.953
C 0.8463 -1.3995 1.1868  0.566
N -0.4190 -1.7021 1.5935  -0.527
C -0.7802 -1.3401 2.8027  0.106
C 0.0700 -0.6714 3.6767  -0.404
C 1.3356 -0.4103 3.1797  0.095
N 1.7426 -0.7600 1.9717  -0.527
H 3.1945 4.8091 -0.1426  0.362
H 2.2361 4.8166 -1.4851  0.366
H 4.2029 2.8098 0.7381  0.191
H 3.9921 0.3230 0.8439  0.247
H 1.4759 0.3744 -2.5821  0.243
H 1.6538 2.8475 -2.6982  0.198
H -1.7987 -1.5887 3.0898  0.186
H -0.2380 -0.3702 4.6672  0.203
H 2.0701 0.1118 3.7911  0.168
Cl -4.2808 -2.7017 -1.5931  -0.021
C -3.9207 -1.0373 -1.1514  -0.074
C -2.6176 -0.7184 -0.7999  -0.367
C -2.4319 0.6175 -0.4801  -0.075
Cl -0.8175 1.1726 -0.0516  -0.036
C -3.4431 1.5785 -0.4866  -0.104
Cl -3.1353 3.2430 -0.0651  -0.019
C -4.7326 1.1995 -0.8415  -0.106
Cl -6.0188 2.3664 -0.8659  -0.010
C -4.9765 -0.1274 -1.1819  -0.105
Cl -6.5889 -0.6037 -1.6374  -0.013
S -2.1561 -7.1059 -0.6458  -0.449
C -1.7288 -5.5133 -0.5007  0.144
N -1.4293 -4.3922 -0.3994  -0.642

Properties
Highest occupied orbital energy in eV: -2.356
Total charge: -2
Calculated total energy in eV: -113812.452
Orbital gap in Ha: 0.2366
2S+1: 1

(4)
DFT (ωB97M-V with the def2-TZVPD basis set) results for a structure of composition C17H9F5N3O2PtS.

Each line ends with the natural charge from an NBO analysis.
CARTESIAN COORDINATES (ANGSTROEM)
Pt 0.2725 -0.4399 -0.8137  0.704
O 0.1637 3.4699 -3.0729  -0.738
C 0.1074 2.4527 -2.3629  0.735
O -0.8249 1.6714 -2.1311  -0.731
C 1.4579 2.1642 -1.6206  0.152
C 2.4577 3.1329 -1.6805  -0.222
C 3.6562 2.9500 -1.0273  -0.171
C 3.8528 1.7746 -0.3124  -0.270
C 2.8377 0.8475 -0.2877  0.043
N 1.6683 1.0346 -0.9265  -0.433
H 2.2252 4.0135 -2.2611  0.260
H 4.4292 3.7077 -1.0675  0.208
H 4.7717 1.5712 0.2196  0.215
H 2.9278 -0.0848 0.2508  0.217
F -0.5888 2.2577 0.7962  -0.313
C -0.3215 1.2593 1.6538  0.351
C 0.0255 0.0010 1.1806  -0.394
C 0.2966 -0.9259 2.1749  0.284
F 0.6385 -2.1950 1.8515  -0.328
C 0.2189 -0.6550 3.5304  0.239
F 0.4872 -1.6025 4.4465  -0.309
C -0.1409 0.6116 3.9487  0.253
F -0.2231 0.8972 5.2578  -0.305
C -0.4135 1.5785 3.0003  0.239
F -0.7595 2.8125 3.3997  -0.305
C -2.5117 -2.0450 0.8600  -0.655
C -2.2425 -2.3690 -0.5714  0.305
C -3.1606 -3.0546 -1.3536  -0.368
C -2.8277 -3.2914 -2.6803  0.105
N -1.7113 -2.8646 -3.2467  -0.479
C -0.8757 -2.1955 -2.4485  0.268
S 0.5347 -1.3895 -2.9890  -0.149
N -1.0795 -2.0004 -1.1114  -0.515
H -3.3094 -2.6775 1.2471  0.212
H -2.8136 -0.9994 0.9479  0.247
H -1.6154 -2.1840 1.4584  0.245
H -4.0979 -3.3939 -0.9378  0.216
H -3.5119 -3.8402 -3.3215  0.185

Properties
Highest occupied orbital energy in eV: -4.828
Total charge: -1
Calculated total energy in eV: -54012.570
Orbital gap in Ha: 0.2739
2S+1: 1